No. 1
Below is a cluster of 4 separate species, C12H14Cl3N2 in total, with properties calculated with ωB97M-V/def2-TZVPD.

```
31
Properties=species:S:1:pos:R:3:forces:R:3:nbo_charge:R:1
Cl -8.16262 1.90654 15.80647 -0.1 -0.1 0.1 -0.960
Cl -11.88382 1.54352 18.18999 0.1 0.1 -0.3 -0.119
C -10.82250 0.38257 17.29395 -0.6 -0.4 0.5 -0.380
C -11.11415 -0.99292 17.84389 0.1 -0.4 0.1 -0.372
Cl -10.48147 -1.23175 19.51685 -0.1 0.0 -0.1 -0.101
H -9.80224 0.73029 17.41213 0.1 0.0 -0.2 0.291
H -11.11429 0.37934 16.24680 0.1 0.3 0.0 0.233
H -10.67901 -1.79958 17.25393 0.3 0.3 -0.1 0.224
H -12.18279 -1.18983 17.89091 0.0 0.2 0.1 0.211
N -8.60668 5.64448 17.84730 -0.4 0.0 -0.2 -0.409
C -9.64267 4.87432 17.47974 0.5 -0.4 0.2 0.043
C -10.96784 5.19387 17.74088 0.5 0.2 0.4 -0.272
C -11.21925 6.38652 18.40347 -0.5 -0.1 0.5 -0.179
C -10.17254 7.21157 18.79966 -0.2 -0.8 -0.4 -0.292
C -8.89420 6.77307 18.47721 0.2 0.6 0.6 0.031
H -9.36747 3.90484 17.06671 0.0 0.1 -0.3 0.260
H -11.71696 4.42963 17.58997 -0.2 0.2 -0.3 0.228
H -12.23160 6.60228 18.73403 0.0 0.1 -0.2 0.198
H -10.34413 8.07016 19.43184 0.1 0.2 -0.2 0.206
H -8.05481 7.36182 18.84719 0.1 -0.1 -0.2 0.172
N -6.89228 -1.76739 15.04512 -0.3 -0.5 -0.3 -0.395
C -7.32535 -1.59004 16.29288 0.0 0.4 -0.3 0.047
C -7.98991 -2.56459 17.02939 0.3 0.2 0.0 -0.284
C -8.17447 -3.79800 16.44199 -0.3 -0.6 -0.2 -0.188
C -7.69847 -4.02516 15.15724 0.0 0.5 -0.3 -0.283
C -7.11490 -2.96099 14.47779 0.4 0.2 0.8 0.027
H -7.19039 -0.58697 16.68524 0.1 0.0 0.0 0.245
H -8.29160 -2.31704 18.03891 -0.2 -0.2 0.0 0.229
H -8.73182 -4.60107 16.91285 0.2 0.1 0.3 0.204
H -7.77289 -4.99088 14.67488 -0.2 0.0 0.0 0.204
H -6.74550 -3.07292 13.46723 0.0 -0.1 -0.1 0.181
```
Positions in Å, forces in eV/Å.

## Properties
- molar mass (u) = 292.6
- ΔE to the lowest compared entry with this formula, charge and spin (eV) = 0.281
- charge = -1
- energy (eV) = -53220.6851
- HOMO energy (Eh) = -0.1593

No. 2
Below is a structure of composition C52H43F5N5O2S2Tl in a non-equilibrium geometry, with properties calculated with ωB97M-V/def2-TZVPD.

```
110
Properties=species:S:1:pos:R:3:forces:R:3:lowdin_charge:R:1
Tl -0.01749 0.65444 0.84865 -0.7 -1.5 -0.5 1.155
C -2.86487 0.52819 3.38610 1.3 -0.3 -1.6 -0.014
O -1.76427 -0.31525 2.81003 -1.5 0.6 0.7 -0.236
C -1.33831 -1.36157 3.61865 0.8 -0.2 1.1 -0.247
C -1.33729 -1.30613 5.01367 -0.2 -1.2 -0.9 -0.034
C -0.69375 -2.33968 5.72423 0.0 1.0 0.7 -0.134
C -0.09741 -3.40607 5.12076 -0.8 -1.2 -0.6 -0.125
C -0.21332 -3.56140 3.74741 -0.4 1.9 0.2 -0.049
C -0.64592 -2.44086 2.96752 0.7 0.3 -0.6 -0.216
N -0.35172 -2.16974 1.66251 0.3 -0.8 -0.1 0.031
N 0.11077 -3.37590 0.95810 -2.0 -0.8 -0.9 -0.045
C -0.96607 -3.76557 -0.09355 0.6 2.7 1.7 -0.075
C -1.62317 -2.65164 -0.70791 0.4 0.1 -0.7 -0.367
O -1.23203 -1.42190 -0.81615 -0.2 -1.2 0.5 -0.188
C -2.82901 -3.05280 -1.42819 0.2 -0.6 0.4 -0.003
C -3.14903 -4.35420 -1.67515 0.2 -0.3 -0.5 -0.033
C -2.24337 -5.40905 -1.28525 -0.4 0.4 0.0 -0.177
C -2.36242 -6.68430 -1.85075 -0.2 -0.3 0.3 -0.051
C -1.45152 -7.67388 -1.52855 -0.2 0.0 -0.7 -0.114
C -0.46023 -7.39648 -0.58929 0.8 -0.3 0.3 -0.102
C -0.30387 -6.13973 -0.03366 0.2 -1.1 0.2 -0.057
C -1.16566 -5.10115 -0.38318 -0.9 -0.2 -1.3 -0.147
H -3.64969 -0.09005 3.81592 0.1 -0.1 0.0 0.096
H -3.25236 1.13586 2.52926 0.3 -0.7 0.7 0.092
H -2.43935 1.21017 4.11266 0.0 0.0 0.3 0.080
H -1.97140 -0.60732 5.53084 0.2 0.4 0.2 0.098
H -0.63494 -2.31773 6.78866 -0.3 0.3 0.7 0.083
H 0.28190 -4.24435 5.71462 0.0 0.4 -0.1 0.108
H 0.09383 -4.48067 3.33385 0.5 -0.9 -0.6 0.074
H -3.42629 -2.22045 -1.73132 -0.4 0.3 -0.4 0.094
H -4.03099 -4.67875 -2.28409 0.8 0.6 0.6 0.121
H -3.21894 -6.87515 -2.51479 0.6 0.1 0.1 0.114
H -1.41238 -8.60719 -2.09871 -0.3 0.2 0.5 0.099
H 0.23633 -8.21160 -0.33646 -0.2 0.6 0.0 0.106
H 0.53636 -5.95541 0.62067 0.1 -0.1 0.2 0.090
S 2.31951 3.79952 3.39498 0.1 1.4 -0.1 1.061
C 1.91637 2.50328 4.34671 0.2 -1.8 1.3 -0.438
C 1.04432 1.64822 3.70875 -0.4 -0.3 0.6 -0.204
C 0.66122 2.15208 2.43826 0.0 0.6 0.5 -0.341
C 1.18221 3.38695 2.17342 0.6 -0.2 -0.2 -0.526
C 0.95562 4.37867 1.12602 -1.3 1.7 -0.8 -0.308
C 1.94841 5.23698 0.62258 1.3 -1.5 1.3 -0.061
C 1.66714 6.15837 -0.34146 -0.9 1.3 -0.4 -0.064
C 0.30599 6.39478 -0.66259 0.9 0.3 -1.0 -0.052
C -0.62215 5.50630 -0.15858 -0.6 0.2 0.3 -0.151
N -0.32688 4.60056 0.75911 0.7 -1.9 0.1 0.113
H 2.38654 2.37120 5.34598 -0.5 0.1 -1.0 0.090
H 0.56959 0.76813 4.17310 0.6 0.3 -0.3 0.106
H 2.96105 5.14890 1.07530 -0.6 -0.1 -0.8 0.107
H 2.49469 6.72304 -0.79882 -0.7 -0.1 0.3 0.116
H 0.00041 7.23166 -1.32387 0.3 -0.9 0.3 0.112
H -1.68618 5.48052 -0.44432 0.6 0.5 0.1 0.112
C 1.38514 -3.21440 0.16575 -0.1 -1.9 0.5 -0.057
C 2.32898 -2.42781 0.98347 1.3 0.8 -2.0 -0.170
C 2.82229 -2.82547 2.20780 -1.0 -1.3 0.9 -0.051
C 3.48259 -1.93896 3.01243 1.0 1.1 -1.0 -0.056
C 3.86789 -0.72579 2.42092 -0.6 -0.3 1.0 -0.040
C 3.47935 -0.28071 1.17710 -0.2 -2.8 -0.2 -0.253
C 3.91642 1.01703 0.70088 0.4 0.8 -1.8 -0.036
C 2.80352 -1.24016 0.36559 0.6 0.2 1.4 -0.203
N 2.50417 -0.91207 -0.94084 -0.5 0.5 -1.6 0.153
C 3.14295 -0.97386 -2.04714 0.6 -0.5 1.5 -0.242
C 4.53669 -1.55142 -2.28641 -0.5 0.2 0.3 0.018
C 2.51590 -0.30876 -3.20867 -1.1 1.8 -0.4 -0.260
C 2.15698 -1.15074 -4.40298 -0.5 1.0 -0.5 0.015
N 2.35442 0.95248 -3.05734 1.2 -2.8 2.3 0.158
C 1.69460 1.85904 -3.77114 -1.4 1.8 -2.8 -0.192
C 2.51455 2.78515 -4.52682 -1.3 -0.3 0.4 -0.194
C 4.00955 2.87869 -4.27264 -0.5 0.8 0.1 -0.054
C 1.86797 3.64616 -5.42618 -0.4 -0.7 1.4 -0.065
C 0.47996 3.70635 -5.44037 -0.4 -0.2 -0.4 -0.098
C -0.28069 2.91246 -4.57485 -0.7 0.4 -0.9 -0.080
C 0.23597 1.91796 -3.78524 2.3 0.1 0.6 -0.186
C -0.64402 1.04148 -2.91277 0.4 1.2 1.3 -0.044
H 1.73477 -4.27899 -0.09098 -0.5 1.5 0.3 0.157
H 1.07189 -2.70976 -0.74575 0.2 0.1 0.1 0.116
H 0.15105 -4.17861 1.64222 0.3 1.0 -1.0 0.130
H 2.66955 -3.86437 2.57861 -0.3 0.9 -0.3 0.132
H 3.78532 -2.16104 4.01463 0.2 -0.3 0.3 0.101
H 4.53901 -0.08720 2.94614 0.2 0.6 0.7 0.109
H 3.55998 1.79183 1.34250 -0.3 0.7 0.5 0.054
H 3.48602 1.18375 -0.31357 0.6 0.2 0.6 0.087
H 5.01720 1.08110 0.69403 -0.3 0.1 -0.3 0.103
H 5.00709 -1.61058 -1.31847 0.4 -0.1 0.3 0.075
H 5.12196 -0.90836 -2.95013 -0.1 0.1 0.1 0.088
H 4.53982 -2.54267 -2.73687 -0.3 -0.1 0.0 0.087
H 1.59953 -2.02821 -4.09648 0.2 -0.4 0.0 0.088
H 3.08198 -1.38231 -4.93688 -0.1 -0.4 0.0 0.088
H 1.50433 -0.59982 -5.11153 0.4 -0.1 0.5 0.097
H 4.16095 2.93459 -3.18762 0.1 -0.2 -0.1 0.075
H 4.40609 3.83265 -4.68933 -0.2 -0.7 0.1 0.083
H 4.57537 2.04401 -4.66624 0.2 -0.2 -0.1 0.064
H 2.46943 4.30938 -5.99685 0.3 0.5 -0.6 0.092
H -0.06331 4.30103 -6.18570 0.4 0.1 0.5 0.101
H -1.36614 3.04249 -4.57981 0.2 -0.1 -0.1 0.115
H -1.20932 1.64081 -2.12781 0.6 -0.4 -1.0 0.092
H -0.08110 0.30527 -2.33586 -0.1 -0.1 -0.3 0.028
H -1.39316 0.56438 -3.49932 -0.5 -0.6 -0.4 0.072
F -7.21434 5.34029 2.61559 -0.4 0.7 0.4 0.173
C -6.86626 4.34612 1.85293 -0.2 -0.9 -0.7 -0.140
C -5.61695 4.36856 1.22619 0.0 0.2 0.8 -0.114
F -4.84812 5.47848 1.39263 -0.6 -1.2 -0.3 0.108
C -5.20225 3.26798 0.49606 1.7 1.6 -1.4 -0.224
F -4.11682 3.50566 -0.27456 0.0 -0.6 0.8 0.078
C -5.92708 2.09458 0.29602 -1.0 0.5 0.6 -0.595
S -5.40369 0.68762 -0.50415 0.1 0.5 0.1 0.840
C -7.25030 2.25354 0.78749 -1.9 -1.3 -0.3 -0.184
F -8.12437 1.29605 0.34217 0.6 1.1 1.0 0.048
C -7.77404 3.30706 1.55801 1.0 -0.5 -1.2 -0.115
F -9.08920 3.40614 1.80046 0.8 -0.1 0.3 0.124
```
Positions in Å, forces in eV/Å.

## Properties
- molar mass (u) = 1133.5
- charge = 0
- energy (eV) = -106108.7450
- HOMO energy (alpha / beta) (Eh) = -0.2327 / -0.2337

No. 3
Below is a cluster of 2 separate species, C4H11NO in total in a non-equilibrium geometry, with properties calculated with ωB97M-V/def2-TZVPD.

```
17
Properties=species:S:1:pos:R:3:forces:R:3:nbo_charge:R:1
C -2.11040 1.42318 0.72249 -0.6 -2.4 0.9 -0.739
C -1.33910 1.15794 -0.52530 -1.8 1.3 -2.9 0.687
N -1.93832 1.37347 -1.85071 4.4 -2.4 5.0 -0.852
O -0.21304 0.79882 -0.49657 2.3 -0.6 0.2 -0.595
H -1.79489 2.31603 1.25816 -0.5 0.5 -0.6 0.256
H -1.62327 0.63553 1.44154 -1.7 1.0 -1.2 0.254
H -3.23259 1.28423 0.48589 1.7 0.4 1.1 0.224
H -1.23393 1.57658 -2.48358 0.8 0.4 -1.7 0.397
H -2.82108 1.62879 -1.88841 -4.7 1.8 -0.7 0.369
C 1.42348 -1.93060 0.43925 -0.4 -1.2 0.7 -0.609
C 2.67931 -1.00849 0.39754 0.9 -3.4 1.8 -0.613
H 1.58867 -2.90340 1.15339 -0.4 2.4 -1.9 0.191
H 0.47907 -1.41143 0.72208 0.8 -0.3 0.3 0.211
H 1.22155 -2.25322 -0.59061 0.0 -0.4 0.3 0.199
H 3.15961 -1.23026 1.50063 -0.5 1.3 -3.0 0.198
H 2.44852 0.00747 0.16201 -0.1 0.6 0.2 0.221
H 3.30641 -1.46465 -0.44778 -0.3 0.9 1.5 0.201
```
Positions in Å, forces in eV/Å.

## Properties
- molar mass (u) = 89.1
- ΔE to the lowest compared entry with this formula, charge and spin (eV) = 1.796
- charge = 0
- SMILES = CC(N)=O.CC
- energy (eV) = -7862.7580
- HOMO energy (Eh) = -0.3724

No. 4
Below is a cluster of 2 separate species, C2H3N4O3 in total in a non-equilibrium geometry, with properties calculated with ωB97M-V/def2-TZVPD.

```
12
Properties=species:S:1:pos:R:3:forces:R:3:nbo_charge:R:1
C 2.06499 0.22793 -0.76569 -5.1 -2.5 4.5 0.468
C -2.71538 0.70860 -0.43737 -1.4 3.2 -0.6 0.803
N 2.15640 -0.72277 0.34648 0.9 0.5 -3.1 -0.550
N 0.16941 -0.22583 0.97972 -7.2 4.2 3.6 -0.434
N -1.73401 1.41083 -0.22143 1.3 -2.7 -0.8 -0.744
N 0.92261 -1.13473 0.87918 2.0 -2.4 -0.9 0.419
O 0.61923 -2.30883 1.22344 1.5 -0.5 -0.2 -0.574
O 1.02164 0.77798 -1.18819 1.8 -0.6 -0.5 -0.700
O -3.84214 0.50975 -0.71700 0.3 -1.5 0.4 -0.556
H 3.00833 0.41372 -1.11533 2.6 0.6 -1.1 0.109
H -0.80435 -0.53697 1.59833 3.4 0.4 -2.3 0.292
H -0.86674 0.88032 -0.58213 -0.1 1.3 1.0 0.467
```
Positions in Å, forces in eV/Å.

## Properties
- molar mass (u) = 131.1
- ΔE to the lowest compared entry with this formula, charge and spin (eV) = 1.412
- charge = -1
- energy (eV) = -14222.4888
- HOMO energy (Eh) = -0.1672